(1)
The following is a quantum chemistry calculation of 3 unconnected molecules or ions with the total composition C25H39BIP, from the OMol25 dataset.

Positions of all 67 atoms, in Å:
C  -0.33245  0.64035  0.92134
H  2.09300  -0.39684  0.89276
C  -0.86957  -0.28038  2.01460
H  -2.40036  1.36195  0.96988
H  2.84511  2.46346  3.90143
H  -2.28484  0.84345  3.23624
H  2.21924  -1.64653  -6.00555
C  0.25260  -0.20675  -0.23391
C  -1.28217  0.42898  3.31414
C  2.54807  -2.66380  -5.83440
H  0.70014  1.85100  -2.65349
H  2.62042  0.12741  4.55707
P  2.48227  2.57186  -1.16344
H  -1.33433  -0.33923  4.09314
H  4.27599  -4.51709  -3.59091
H  0.49142  1.21530  1.34006
C  2.23767  -3.65744  -6.75258
H  2.02078  2.47064  1.29824
C  -0.35815  1.52591  3.78899
H  -1.59329  1.55460  -0.60797
H  2.41223  -5.73775  -7.24496
C  -4.59688  -2.02900  0.25011
H  2.03406  -1.36794  -0.53490
H  -0.18368  -1.09508  2.24837
H  0.03069  3.00928  -1.47116
H  -1.20782  2.61674  0.73639
H  1.04635  3.54146  -2.84935
B  2.65447  0.65178  -0.97519
H  -3.87542  -2.64090  -0.27625
C  -4.57960  -0.64947  0.09822
H  1.90619  -0.20917  2.97502
C  3.28102  -2.97260  -4.69679
C  1.68674  0.07723  4.00659
C  2.23639  3.24549  0.56239
C  -5.49916  0.13692  0.77812
C  2.65590  -4.96216  -6.53031
H  -0.80261  2.50365  3.95187
H  1.91822  2.75244  5.38600
H  -3.84625  -0.18615  -0.54965
H  -5.48298  1.21315  0.66089
H  -0.08995  0.14971  -1.20151
C  -1.46249  1.59137  0.47005
H  1.42323  3.52291  3.89308
H  1.62908  5.24645  0.07590
H  1.03932  -0.70250  4.40391
I  4.34251  -0.19700  -2.02727
H  1.09181  4.70177  1.66756
H  -5.55550  -3.69897  1.19473
C  1.78810  -0.37254  -0.15757
H  -7.19762  -2.30096  2.39920
C  0.87732  2.77296  -2.10169
H  3.21374  3.65053  0.82116
C  -5.53956  -2.62312  1.07766
C  1.84645  2.60946  4.30475
C  3.38682  -5.27205  -5.39176
C  1.23673  4.39661  0.63255
C  3.70188  -4.27685  -4.47682
H  -7.15528  0.15536  2.14112
H  -0.15634  -1.21344  -0.11895
C  -6.46141  -1.83731  1.75544
H  -1.77446  -0.74832  1.61586
H  1.66979  -3.41527  -7.64176
H  3.71125  -6.29000  -5.21769
H  3.52405  -2.19704  -3.98068
C  -6.43941  -0.45726  1.60848
H  0.26209  4.15060  0.22403
C  0.96845  1.41018  4.01917

Output
**M**: 508.3 g/mol
**HOMO-LUMO gap**: 7.8 eV
**SMILES string**: CCP(C)B(I)CC[C@@H](C)CCC=C(C)C.c1ccccc1.c1ccccc1
**Calculated total energy**: -1639.865788 hartree
**LUMO energy**: -0.2 eV
**F_max**: 0.0227 Eh/bohr
**HOMO energy**: -8.01 eV

=====

(2)
The following is a quantum chemistry calculation of C4H7NO in the gas phase, from the OMol25 dataset.

Positions of all 13 atoms, in Å:
H  1.08207  -1.87370  -0.38141
N  0.80267  -0.98733  0.00971
H  0.91240  1.65748  -0.98163
H  -0.48534  -0.22280  -1.52531
O  2.83341  0.06187  0.58428
C  0.60322  1.08740  -0.10418
C  1.67228  0.05076  0.26741
H  -1.46844  -0.10792  1.38571
H  0.27704  1.76837  0.68282
H  -1.96702  -1.33855  0.21082
H  -2.37835  0.36371  -0.05919
C  -1.60165  -0.31064  0.31822
C  -0.30021  -0.12737  -0.44699

Output
**M**: 85.1 g/mol
**HOMO-LUMO gap**: 10.6 eV
**SMILES string**: C[C@H]1CC(=O)N1
**Calculated total energy**: -286.603975 hartree
**LUMO energy**: 0.9 eV
**F_max**: 0.0086 Eh/bohr
**ΔE to the lowest compared entry with this formula, charge and spin**: 17.4 kcal per mole
**HOMO energy**: -9.71 eV

=====

(3)
The following is a quantum chemistry calculation of 8 unconnected molecules or ions with the total composition C24H24F8O24, from the OMol25 dataset.

Positions of all 80 atoms, in Å:
O  11.33130  -20.20567  -6.81560
C  18.93520  -19.37271  -8.72193
O  14.01549  -19.92180  -14.22019
O  19.09142  -17.10440  -8.63892
H  9.03658  -22.02345  -7.47742
C  12.66995  -25.40738  -7.17520
H  6.36488  -17.54651  -12.19496
O  8.37186  -17.06452  -12.29332
H  7.85147  -24.13508  -11.57298
H  6.47221  -19.03073  -14.04350
H  13.84243  -20.43958  -10.20588
O  9.90994  -21.81304  -12.57001
C  7.11581  -17.25693  -12.94007
O  14.46544  -13.17522  -9.15336
O  14.08103  -21.76074  -15.53986
O  5.32652  -22.39311  -7.89997
H  13.53814  -17.80782  -9.61035
O  12.19210  -24.10563  -7.02479
C  13.68285  -19.89716  -9.27971
C  9.87640  -21.77826  -11.19952
H  17.28068  -18.08844  -9.18875
C  9.11912  -22.92652  -13.04482
H  15.61927  -11.61875  -9.06529
H  11.42236  -20.02545  -12.92852
C  12.84880  -18.62733  -9.40217
H  8.86076  -21.42276  -5.80162
H  12.97339  -22.46189  -6.00246
H  18.35017  -19.69516  -7.85614
F  14.94232  -24.24419  -4.97645
O  15.78446  -14.18348  -10.59492
F  7.78394  -17.91418  -15.07434
F  8.43829  -22.52656  -14.13064
C  14.95985  -14.35340  -9.53632
C  6.32931  -22.43739  -7.25401
C  13.06050  -18.97578  -13.87976
O  10.00121  -18.52601  -11.75888
O  12.85698  -20.63388  -8.43874
C  15.08374  -12.10391  -9.88191
O  10.57536  -21.08404  -10.53890
F  18.97246  -20.44720  -9.55108
O  8.43334  -19.09007  -13.29171
O  21.03188  -17.11200  -7.46563
O  12.14190  -20.95341  -14.69416
C  7.35653  -18.42060  -13.86626
H  16.15191  -12.55616  -11.76963
H  7.22205  -22.53510  -11.86552
C  8.39361  -21.99856  -6.59792
H  14.35934  -11.50805  -10.42605
C  8.14058  -23.12649  -11.86184
H  12.16175  -18.67521  -10.24834
C  14.15803  -24.20926  -6.09341
H  6.64126  -16.38317  -13.37907
F  13.30800  -18.53136  -12.60251
F  17.37342  -12.64256  -10.16929
C  20.18820  -17.64351  -8.12017
O  14.69295  -15.37529  -8.98978
C  9.00199  -18.29226  -12.33549
C  8.02996  -23.40869  -6.11466
H  12.96086  -18.05632  -14.45336
O  20.24169  -18.94997  -8.45638
F  7.70285  -23.46367  -4.79589
H  12.38528  -23.79276  -4.91293
H  18.57098  -17.95191  -10.43995
H  14.77571  -23.66747  -6.80883
H  11.01458  -19.21093  -14.44535
O  8.88144  -22.54770  -10.80078
C  11.76928  -19.80473  -13.93331
O  12.11818  -18.60438  -8.18986
C  18.34987  -18.11313  -9.38818
C  12.09047  -19.87830  -7.67107
C  12.82164  -23.53106  -5.87693
O  7.14581  -21.41517  -6.99720
H  9.78190  -23.77110  -13.22727
O  13.78774  -25.52361  -6.46924
H  8.83940  -24.10960  -6.32365
C  16.14750  -12.81100  -10.71227
F  14.83448  -19.65846  -8.56554
C  13.50648  -20.98321  -14.86902
O  6.84913  -23.63612  -6.85050
O  12.07770  -26.26549  -7.73217

Output
**M**: 848.4 g/mol
**HOMO-LUMO gap**: 11.3 eV
**SMILES string**: O=C1OC[C@@H](F)O1.O=C1OC[C@@H](F)O1.O=C1OC[C@@H](F)O1.O=C1OC[C@@H](F)O1.O=C1OC[C@@H](F)O1.O=C1OC[C@@H](F)O1.O=C1OC[C@@H](F)O1.O=C1OC[C@@H](F)O1
**Calculated total energy**: -3533.708745 hartree
**LUMO energy**: 0.1 eV
**F_max**: 0.0592 Eh/bohr
**ΔE to the lowest compared entry with this formula, charge and spin**: 45.8 kcal per mole
**HOMO energy**: -11.19 eV